Below is a structure of composition C4H8N3O in a non-equilibrium geometry, with properties calculated with the ωB97M-V functional and the def2-TZVPD basis.

The geometry in XYZ format:
```
16
C4H8N3O, DFT the ωB97M-V functional and the def2-TZVPD basis
C 0.62643 0.59941 -0.17394
C -0.24190 -1.14063 -0.72283
C 1.89218 0.13131 -0.72201
C 0.63626 0.75913 1.36126
N 0.68626 -1.69272 -1.34787
N 1.87126 -1.03422 -1.34140
N -1.63936 -1.36209 -0.83746
O 3.02193 0.73513 -0.58437
H 0.04179 1.38785 -0.76148
H 1.32630 1.53666 1.56714
H 1.02950 -0.20906 1.82412
H -0.39172 0.92591 1.82261
H -1.90988 -0.48103 -1.38136
H -2.10839 -1.35357 0.12256
H -1.83737 -2.12425 -1.44607
H 3.70438 0.22437 -1.00110
```

Results
HOMO-LUMO gap ... 9.451 eV
LUMO level ... -4.23 eV
2S+1 ... 1
Total charge ... +1

***

Below is a structure of composition C22H29MnN5O5S in a non-equilibrium geometry, with properties calculated with the ωB97M-V functional and the def2-TZVPD basis.

The geometry in XYZ format:
```
63
C22H29MnN5O5S, DFT the ωB97M-V functional and the def2-TZVPD basis
Mn 5.85432 13.05756 9.72937
O 4.82515 7.61926 5.29726
C 5.45577 7.67066 6.35120
O 6.11173 6.93641 7.08533
C 5.54894 9.07464 6.92002
C 4.59608 10.04549 6.67916
C 4.69288 11.29637 7.26706
N 5.64954 11.61404 8.13850
C 6.58762 10.71932 8.24642
C 6.62687 9.47202 7.68590
C 7.77156 11.11068 9.05038
O 8.80396 10.37166 9.17482
O 7.67732 12.16819 9.77407
H 3.72875 9.80953 6.07271
H 3.93297 12.11486 7.05613
H 7.52718 8.88562 7.87496
C 4.52026 18.81284 7.16920
C 5.40211 17.62135 6.88677
C 6.40840 17.20774 7.99688
N 5.82088 17.14947 9.35543
C 5.08195 16.14014 9.76046
S 4.69402 14.79416 8.72963
N 4.57624 16.09595 11.02203
C 5.15480 16.66259 12.20775
O 5.55224 15.91990 13.11427
C 5.26190 18.10719 12.29681
C 5.87984 18.57587 13.40589
C 5.90178 19.93129 13.67472
C 5.36139 20.86162 12.80727
C 4.67723 20.39145 11.67648
C 4.48463 19.02428 11.49303
H 3.98813 19.17228 6.28879
H 5.16513 19.63452 7.43803
H 3.76790 18.62334 7.99054
H 5.97909 17.68370 5.95945
H 4.71973 16.69562 6.86728
H 7.28560 17.90946 8.07888
H 6.77307 16.25379 7.65757
H 5.77394 18.03175 9.86548
H 4.15519 15.17078 11.25374
H 6.35869 17.95463 14.15996
H 6.30114 20.20101 14.68263
H 5.30403 21.94822 13.05406
H 4.20228 21.12166 11.00856
H 3.65142 18.65685 10.89093
C 5.40453 10.54177 13.95215
C 6.23659 11.62142 13.32654
C 7.60937 11.10925 12.71496
C 6.63448 12.78754 14.26790
N 5.41634 12.19117 12.25943
N 5.98231 13.39250 11.75591
H 5.93673 9.91719 14.71283
H 5.09782 9.85393 13.17598
H 4.54342 11.00830 14.53443
H 8.14115 10.77324 13.61884
H 8.22831 11.93388 12.35395
H 7.54256 10.33813 11.92919
H 7.17260 12.37535 15.14156
H 5.80157 13.39135 14.61828
H 7.42237 13.44218 13.79427
H 4.46171 12.35672 12.64876
H 7.00476 13.32853 11.78849
H 5.70316 14.19234 12.35968
```

Results
HOMO-LUMO gap (alpha / beta) ... 2.439 / 4.618 eV
LUMO level (alpha / beta) ... -7.16 / -4.98 eV
2S+1 ... 5
Total charge ... +1

***

Molar mass values (in g mol⁻¹) by entry order: 114.13; 530.51.
ΔE to the lowest compared entry with this formula, charge and spin values (in kcal/mol) by entry order: 124.28; 41.14.
DFT total energy values (in a.u.) by entry order: -396.33819; -3054.58276.